{"formula": "C4H6O", "method": "the ωB97M-V functional and the def2-TZVPD basis", "mol_weight_g_mol": 70.1, "smiles": "C=C/C=C/O", "homo_ha": -0.314, "relative_energy_kj_mol": 141.45, "charge": 0, "orbital_gap_ev": 9.3, "species": ["C", "C", "C", "C", "O", "H", "H", "H", "H", "H", "H"], "coordinates": [[1.170, -2.182, -0.367], [0.868, -1.020, 0.293], [-0.012, 0.004, -0.275], [-0.553, 0.976, 0.494], [-1.179, 2.109, -0.057], [1.786, -3.002, -0.035], [0.700, -2.430, -1.315], [0.980, -0.851, 1.376], [-0.083, -0.033, -1.405], [-0.793, 1.033, 1.542], [-2.001, 1.750, -0.582]], "atomic_forces_ev_per_a": [[-0.577, 1.391, 0.689], [-1.144, -2.009, -0.071], [0.334, 0.420, -0.311], [-0.856, 0.280, -1.863], [-2.460, -1.727, -1.669], [0.139, 0.187, 0.683], [0.197, 0.607, -0.238], [0.932, -0.394, -0.547], [-0.093, 0.627, 1.450], [1.169, -0.651, 0.576], [2.360, 1.268, 1.301]], "nbo_charge": [-0.388, -0.209, -0.297, 0.134, -0.719, 0.202, 0.188, 0.207, 0.216, 0.188, 0.479]}